Entry 1:
C2H9NO | the ωB97M-V functional and the def2-TZVPD basis

Atoms and positions in Å:
C -1.00581 -1.84957 0.20941
N 2.52474 1.59621 -0.40990
H -2.07281 -1.66762 0.16321
H -0.74287 -2.53594 1.01007
H -0.67649 -2.31770 -0.72897
H 2.33116 0.60672 -0.31891
H 2.64177 1.93482 0.53072
H 1.72400 2.05409 -0.81920
C -1.01620 0.48143 0.05626
O -0.28672 -0.65222 0.43410
H -1.17630 0.42636 -1.02333
H -0.35858 1.32859 0.19630
H -1.88589 0.59484 0.70023

**Energy above the lowest of the compared OMol25 structures with the same formula, charge and spin**: 82.40 kJ/mol
**HOMO level**: -0.3633 Ha
**Orbital gap**: 10.84 eV
**E_tot**: -211.553693 Ha
**Total charge**: 0



Entry 2:
C3H14O4 | the ωB97M-V functional and the def2-TZVPD basis

Atoms and positions in Å:
C -0.13124 2.00841 -0.20755
C -0.37008 0.81739 -1.15002
C -1.47966 0.73981 -1.91249
H 0.65538 2.63188 -0.74331
H -1.10154 2.47149 -0.07363
H 0.39498 1.98885 0.76492
H 0.28440 -0.08065 -1.02267
H -1.33978 0.02517 -2.71458
H -2.46507 1.10181 -1.63094
H -3.08733 -2.38708 -4.76953
H -4.06106 -2.92313 -3.68633
O -3.77876 -2.13370 -4.15238
H 3.71985 1.90861 1.56013
H 2.61336 1.59671 2.55778
O 2.85859 1.47139 1.63015
H 2.62114 -2.74533 1.94819
H 1.43784 -3.68196 2.14370
O 1.95034 -3.00164 2.60472
H 1.14671 0.05361 2.84207
H -0.19040 -0.27353 2.77258
O 0.32233 0.41190 3.23918

**⟨S²⟩**: 0.75
**Energy above the lowest of the compared OMol25 structures with the same formula, charge and spin**: 180.13 kJ/mol
**HOMO level (alpha / beta)**: 0.0296 / -0.2238 Ha
**Orbital gap (alpha / beta)**: 1.93 / 8.74 eV
**E_tot**: -423.543869 Ha
**Spin multiplicity**: 2
**Total charge**: -1



Entry 3:
ClH2NO | the ωB97M-V functional and the def2-TZVPD basis

Atoms and positions in Å:
N 0.74999 0.51465 0.11019
O -0.97145 -0.39192 -0.13603
Cl -0.91201 -1.54749 -1.26388
H 0.26226 1.36599 0.28815
H 0.87122 0.05877 1.00157

**Energy above the lowest of the compared OMol25 structures with the same formula, charge and spin**: 209.26 kJ/mol
**HOMO level (alpha / beta)**: -0.3691 / -0.3687 Ha
**Orbital gap (alpha / beta)**: 8.50 / 8.46 eV
**E_tot**: -591.203471 Ha
**Total charge**: 0



Entry 4:
C4H10N2O3 | the ωB97M-V functional and the def2-TZVPD basis

Atoms and positions in Å:
C 0.56046 -0.47483 -0.75178
C 1.09789 0.32701 1.77245
N 0.72033 0.79918 0.44206
C -0.66642 -1.16747 -0.41497
N -1.79468 0.88200 -0.66170
C -1.83494 -0.42075 -0.38346
O 1.67229 1.76605 0.00338
O 0.57626 0.27929 -1.92324
O -0.60241 -2.43658 0.16605
H 1.60582 1.68217 -0.96895
H -0.32329 0.68475 -1.96278
H -0.34500 -3.08248 -0.50100
H 1.47247 -1.06280 -0.67790
H -0.25538 1.23430 0.38218
H -2.71076 1.31036 -0.69453
H -2.74868 -0.93930 -0.08359
H 1.15667 1.16361 2.46756
H 0.34648 -0.39166 2.09158
H 2.07289 -0.15285 1.69864

**Energy above the lowest of the compared OMol25 structures with the same formula, charge and spin**: 450.76 kJ/mol
**HOMO level**: -0.2532 Ha
**Orbital gap**: 7.67 eV
**E_tot**: -493.513432 Ha
**Total charge**: 0



Entry 5:
C12H19FN | the ωB97M-V functional and the def2-TZVPD basis

Atoms and positions in Å:
C 4.78513 -1.72917 -0.22703
C 0.78383 1.68279 -1.83276
C -3.03050 -0.25078 0.12084
C -1.67152 -0.20979 -0.18538
C 3.43576 -1.61537 -0.18531
C -3.82310 -1.28858 0.01048
C -0.96149 0.95497 -0.16742
C 0.25804 1.07892 -0.81218
C -5.30550 -1.37173 0.37197
C -1.16514 2.15002 0.72405
C 2.13653 0.78359 1.42837
C 2.69750 -0.43336 -0.64974
N 1.65518 0.05152 0.24043
F 0.96386 -1.05972 0.71917
H 5.26034 -2.75092 -0.03627
H 5.48124 -0.97123 -0.49037
H 1.72409 1.76084 -2.20108
H 0.27011 2.37612 -2.47300
H -3.57394 0.67961 0.42067
H -1.21472 -0.98977 -0.74087
H 2.92091 -2.56192 0.05904
H -3.31737 -2.11475 -0.30442
H -5.78961 -1.16023 -0.67183
H -5.59185 -0.41063 0.86937
H -5.64525 -2.38567 0.76349
H -0.23085 2.62921 0.66877
H -2.05627 2.78460 0.37999
H -1.26700 1.75310 1.74858
H 2.44405 1.80262 1.11039
H 1.21402 0.75518 2.10824
H 3.04111 0.30515 1.71125
H 2.20185 -0.56849 -1.61654
H 3.37055 0.32387 -0.86090

**Energy above the lowest of the compared OMol25 structures with the same formula, charge and spin**: 486.11 kJ/mol
**HOMO level**: -0.4412 Ha
**Orbital gap**: 7.70 eV
**E_tot**: -622.758872 Ha
**Total charge**: +1



Entry 6:
C16H14BCl5N6Pt | the ωB97M-V functional and the def2-TZVPD basis

Atoms and positions in Å:
C 0.46483 2.76788 0.08144
N 0.50652 1.53923 -0.48588
N 0.77311 1.67917 -1.81916
C 0.76419 2.98388 -2.12272
C 0.56730 3.70254 -0.94842
B 1.06925 0.44033 -2.68898
N 2.02930 -0.47150 -1.88578
N 1.80344 -0.77336 -0.57431
C 2.81348 -1.55486 -0.13220
C 3.64427 -1.82607 -1.22266
C 3.09974 -1.15890 -2.31138
Pt 0.06075 -0.22879 0.42456
N -0.24273 -0.34683 -2.60938
N -0.72573 -0.78666 -1.41320
C -1.80117 -1.56511 -1.65519
C -2.03032 -1.54851 -3.03070
C -1.02419 -0.79425 -3.60046
H -2.28984 -2.07636 -0.84339
H -0.77038 -0.53033 -4.61613
H -2.82258 -2.02521 -3.56800
H 1.44851 0.67561 -3.80550
H 3.34789 -1.07568 -3.35177
H 0.92231 3.27946 -3.14818
H 4.53697 -2.41352 -1.21838
H 0.53129 4.76875 -0.85871
H 2.85646 -1.82086 0.90919
H 0.43141 2.85768 1.16240
H 0.18756 -2.48290 1.14190
C 0.70513 -2.66021 2.09646
H 1.42757 -3.46341 1.93525
H 1.23087 -1.76257 2.44284
H -0.06188 -2.92407 2.82506
Cl -2.63397 -1.92123 1.57653
C -2.26404 -0.37341 2.26255
C -0.99478 0.20502 2.10891
C -0.60304 1.14437 3.09419
Cl 1.06928 1.50065 3.36591
C -1.58108 1.80447 3.86767
Cl -1.15864 3.14589 4.83674
C -2.93703 1.41978 3.77157
Cl -4.16912 2.35019 4.48763
C -3.27473 0.33894 2.93327
Cl -4.90618 -0.01927 2.58643

**⟨S²⟩**: 2.03
**HOMO level (alpha / beta)**: -0.5588 / -0.5577 Ha
**Orbital gap (alpha / beta)**: 6.51 / 4.59 eV
**E_tot**: -3391.086323 Ha
**Spin multiplicity**: 3
**Total charge**: +2